[1]
Entry from OMol25: 2 unconnected molecules or ions with the total composition C11H18 at a distorted geometry (ωB97M-V/def2-TZVPD).

Last column: Löwdin charge in e.
Element x y z (Å)
C 1.4220 -1.9859 0.5870  -0.376
C 3.2815 -0.4035 0.2754  -0.197
C 2.8998 0.2158 1.4606  -0.220
C 0.5149 -2.9753 -0.0776  -0.118
C -2.9946 1.2057 -1.7534  -0.097
C 2.5035 -1.5117 -0.1252  -0.151
C -1.6738 2.7800 -0.2838  -0.116
C -0.8674 0.4265 -0.4534  -0.069
C 1.8108 -0.1924 2.1971  -0.193
C -2.1253 1.3374 -0.4726  -0.468
C 1.0806 -1.3707 1.8382  -0.171
H 3.4275 1.1244 1.7493  0.069
H 0.2707 -3.8406 0.5553  0.055
H -0.9359 -0.3126 0.3490  0.059
H 4.1533 -0.0509 -0.2604  0.046
H 1.4391 0.3615 3.0564  0.063
H -2.8177 1.0580 0.3259  0.111
H -2.7692 0.2463 -2.2263  0.062
H 0.9631 -3.6064 -0.8658  0.062
H -4.0268 1.4633 -1.5497  0.061
H 2.6312 -1.9209 -1.1264  0.078
H 0.1700 -1.7083 2.3211  0.047
H -2.6192 1.8924 -2.5208  0.063
H 0.0181 1.0467 -0.3899  0.073
H -0.3853 -2.4609 -0.4245  0.045
H -0.8190 -0.2267 -1.3283  0.066
H -1.1069 3.0484 -1.1857  0.075
H -0.9647 2.8455 0.5435  0.073
H -2.4806 3.5150 -0.2149  0.067

Cartesian forces (eV/Å) of the 3 atoms listed first:
C 0.77 0.51 -0.33
C 0.58 -0.24 -0.09
C -0.48 1.08 0.89

Output
F_max ... 1.720 eV Å⁻¹
Energy ... -11697.221 eV
Spin multiplicity ... 2
Net charge ... -1
Relative energy (zero: lowest compared OMol25 entry of this formula, charge and spin) ... 15.1 kcal per mole

[2]
Entry from OMol25: 9 unconnected molecules or ions with the total composition C30H84N6O12 at a distorted geometry (ωB97M-V/def2-TZVPD).

Last column: Löwdin charge in e.
Element x y z (Å)
O 2.9863 -2.3295 -3.0063  -0.198
O -1.1892 0.8298 4.6314  -0.101
O -6.1880 4.7623 1.5909  -0.059
O -0.8877 2.5375 6.7751  -0.115
O 0.9575 3.8012 -1.8511  -0.206
O -0.0904 -0.1295 -0.5657  -0.220
O -3.3995 -2.8252 -0.2461  -0.163
O 1.0815 -7.6740 -5.8951  -0.208
O 3.1125 -0.4567 1.8445  -0.210
O -0.7594 5.2051 8.1687  -0.045
O -3.6229 3.7288 2.9198  -0.078
O -1.6701 -1.7575 3.0516  -0.066
N 0.0173 -5.1027 -6.2694  0.031
N 0.2339 0.4981 2.2068  0.054
N 3.6732 -2.6508 -6.7535  0.039
N -6.1130 -2.2592 0.3177  0.051
N -0.0119 7.1780 -0.6023  0.020
N 5.3083 1.6557 3.9668  0.030
C 4.2040 0.4404 2.1039  -0.183
C -0.0273 5.7258 -0.6300  -0.391
C -2.1384 -1.3351 4.3218  -0.260
C 0.0079 1.3005 -0.1269  -0.105
C 2.9273 1.6645 3.9817  -0.053
C 2.1391 3.3662 -2.4592  -0.143
C 3.9015 -2.9752 -5.3106  -0.440
C 3.0434 -3.6347 -2.4456  -0.095
C -0.3901 3.7504 6.1976  -0.202
C 0.8417 5.2667 -1.8649  -0.150
C -0.3575 1.4607 1.3565  -0.425
C 3.0750 -0.8594 0.4515  -0.080
C 5.2554 -2.5179 -4.9846  -0.088
C -0.1604 2.8323 1.9927  -0.012
C 0.9243 -9.1226 -5.8262  -0.091
C -0.3725 -4.5912 -3.9512  -0.054
C -3.6873 -1.8215 0.6524  -0.248
C -5.4686 -0.0948 1.1263  -0.067
C 2.7621 -2.3080 -4.4233  -0.158
C 4.1782 0.8176 3.5957  -0.424
C 0.1791 4.5284 7.4301  -0.278
C -2.4417 0.1069 4.5656  -0.181
C -5.0450 -1.2643 0.3584  -0.481
C -4.8131 4.7906 1.2249  -0.244
C -4.1705 3.4622 1.6437  -0.229
C 0.5138 -5.4257 -4.9429  -0.405
C 0.3759 -0.4135 -1.8418  -0.125
C -1.5257 5.3627 -0.8399  -0.068
C -2.1119 -3.3917 -0.0597  -0.082
C 0.5807 -6.9856 -4.7121  -0.168
H 1.1340 -9.4629 -4.8121  0.079
H -1.9391 -4.1649 -0.8083  0.081
H -4.6143 0.5447 1.3484  0.056
H 0.0798 -1.4133 -2.1594  0.091
H 3.0509 -0.0576 -0.2866  0.079
H 1.2408 0.5650 2.1637  0.059
H -2.1094 5.7596 -0.0093  0.063
H 2.1321 2.2917 -2.6423  0.072
H 4.1277 1.2887 1.4237  0.127
H 0.3606 5.2975 0.2943  0.127
H 3.0871 3.5477 -1.9528  0.089
H 3.8811 -1.5550 0.2181  0.087
H 5.1308 -0.1055 1.9276  0.121
H -1.1449 4.2732 5.6102  0.115
H 0.0783 -0.3351 1.6576  0.074
H 2.1120 -1.3570 0.3370  0.081
H -3.0608 -1.8809 4.5200  0.114
H 6.1323 1.1165 3.7424  0.065
H 1.0253 1.6557 -0.2904  0.114
H 4.1106 -0.1017 4.1774  0.134
H -1.9722 5.8563 -1.7031  0.078
H -1.4088 -4.9287 -3.9702  0.081
H 2.9619 2.0941 4.9828  0.078
H -4.2564 5.6391 1.6225  0.122
H 0.0254 -4.7577 -2.9502  0.052
H 2.0034 1.1034 3.8409  0.052
H 4.2823 -3.3020 -7.2279  0.063
H 3.8048 -4.2646 -2.9055  0.083
H 0.8601 7.5621 -0.2672  0.070
H 2.2373 3.7597 -3.4710  0.085
H 1.4609 -9.6408 -6.6209  0.084
H 5.3680 -1.4518 -5.1818  0.092
H -5.8830 -0.3457 2.1027  0.089
H -3.0180 -0.9774 0.4864  0.120
H 6.0085 -3.1321 -5.4782  0.085
H 2.1135 -4.1959 -2.5367  0.064
H -1.5950 -1.8419 5.1193  0.121
H -0.8348 0.8736 3.7403  0.017
H -6.2250 -2.6398 1.2465  0.066
H 2.8462 2.4444 3.2245  0.067
H -0.9568 -5.3558 -6.3547  0.070
H 1.5334 -5.0476 -4.8674  0.101
H 2.5968 -1.2530 -4.6415  0.127
H -4.8456 2.6100 1.7218  0.097
H 0.0410 0.4110 -2.4712  0.087
H -6.2136 0.3620 0.4750  0.095
H -1.7514 4.2983 -0.9042  0.059
H 3.9162 -4.0545 -5.1592  0.117
H -0.0872 -9.4951 -5.9884  0.076
H 0.8715 5.2701 7.0321  0.114
H -1.9435 -3.7321 0.9620  0.086
H 5.4627 -2.6275 -3.9201  0.077
H 2.7866 -2.9263 -7.1514  0.061
H -0.4122 -7.3800 -4.4957  0.113
H 0.6655 3.7910 8.0688  0.118
H 1.4372 -0.1756 -1.9140  0.061
H 1.8220 -2.7695 -4.7257  0.090
H -0.9401 -1.1870 2.8002  0.043
H 1.1158 -7.3046 -3.8177  0.114
H 0.8829 3.0772 2.1915  0.077
H 0.5447 5.4873 -2.8902  0.125
H -6.4403 5.6685 1.7822  0.083
H -0.7776 2.8796 2.8899  0.072
H -0.1539 7.5820 -1.5170  0.074
H -3.4012 3.1747 0.9270  0.104
H -1.4193 1.2145 1.3620  0.133
H -5.7332 -3.0779 -0.1357  0.061
H -1.2994 4.4746 8.4794  0.086
H -3.5452 -2.1272 1.6890  0.118
H -1.3267 -2.6515 -0.2135  0.069
H -4.3726 3.9974 3.4560  0.086
H -0.5689 3.6396 1.3847  0.058
H -3.0369 0.4812 3.7327  0.119
H 3.2232 -3.5686 -1.3725  0.083
H -4.9971 -0.9711 -0.6904  0.140
H -0.6852 1.9389 -0.6747  0.118
H -4.7823 4.8520 0.1371  0.107
H -2.9403 0.1106 5.5348  0.130
H 1.7503 5.8395 -1.6794  0.111
H -1.1425 1.9101 6.0946  0.020
H -0.1544 -3.5295 -4.0669  0.062
H 5.2984 1.7003 4.9757  0.072
H 0.4014 -5.6960 -6.9909  0.063
H 0.3460 3.2536 5.5657  0.103

Cartesian forces (eV/Å) of the 3 atoms listed first:
O -0.04 -0.72 -0.43
O -1.38 0.12 0.96
O 0.11 0.44 0.67

Output
F_max ... 3.267 eV Å⁻¹
SMILES string ... COC[C@H](C)N.COC[C@H](C)N.COC[C@H](C)N.COC[C@H](C)N.COC[C@H](C)N.COC[C@H](C)N.OCCO.OCCO.OCCO
Energy ... -65975.624 eV
Net charge ... 0
Relative energy (zero: lowest compared OMol25 entry of this formula, charge and spin) ... 233.6 kcal per mole

[3]
Entry from OMol25: a molecular structure, C61H45BrI2InNO2P3SSi at a distorted geometry (ωB97M-V/def2-TZVPD).

Last column: Löwdin charge in e.
Element x y z (Å)
I -1.1188 3.1630 -0.1521  0.337
I -3.6644 5.4168 0.0549  -0.028
In 0.3387 1.0206 0.5833  0.268
Br 1.7947 8.5305 0.7281  0.731
S 5.3359 0.4290 -0.2796  0.719
P 0.7796 -0.3284 -2.9830  1.099
P -2.9679 -0.0987 0.5981  1.035
P 1.5883 -0.6274 2.9149  1.043
Si 0.0409 -1.5433 0.1273  0.608
O 2.1359 2.1066 1.0131  -0.267
O 3.0050 3.5870 2.4347  0.068
N 1.7771 5.2525 -1.7688  0.084
C -5.8371 1.9774 -1.5671  -0.071
C 5.4949 0.2704 3.3542  -0.091
C -3.9274 0.7098 -0.7368  -0.386
C 1.9702 5.7189 0.9282  -0.063
C 4.3683 1.2449 -4.4233  -0.078
C -3.9743 -3.5301 -1.3203  -0.052
C -0.4970 0.7096 3.9117  -0.118
C -5.2696 1.9413 -2.8456  -0.080
C -4.0845 -0.1440 2.0503  -0.367
C -4.0006 -2.4447 -0.4613  -0.085
C 2.1303 4.4441 0.4329  -0.165
C 2.7868 2.9926 -4.2241  -0.082
C 1.4250 -2.2562 -1.0237  -0.305
C -4.4459 1.0710 2.6142  -0.135
C -2.8360 -1.7551 -0.1414  -0.392
C -2.7347 -3.9472 -1.8149  -0.070
C -5.1788 1.2957 -0.5437  -0.091
C 5.3593 -2.1325 3.1355  -0.075
C -1.7872 -1.6578 -5.8705  -0.087
C 0.6940 -2.2010 2.9897  -0.374
C -3.3676 0.7785 -2.0040  -0.140
C 0.5756 -2.9173 4.1917  -0.079
C 4.0973 0.3401 3.3086  -0.103
C -1.5832 -3.3237 -1.4087  -0.116
C 0.8164 0.2997 4.2489  -0.346
C 2.1653 -2.7931 -3.2878  -0.081
C 2.0065 4.2378 -0.9408  -0.157
C 2.7512 -3.9621 -2.8215  -0.082
C 0.7257 -0.4973 -5.8724  -0.089
C 0.0844 -0.7605 -4.6437  -0.348
C 4.0314 2.5724 -4.6321  -0.072
C -1.1802 -1.3451 -4.6618  -0.104
C -4.0151 1.3846 -3.0630  -0.071
C 2.1165 -3.3943 -0.5760  -0.085
C 3.9683 -2.0578 3.1685  -0.088
C -4.3563 -1.3309 2.7663  -0.078
C -1.1658 1.6134 4.7066  -0.062
C -0.3121 -3.9528 4.2719  -0.077
C 2.4319 3.3287 1.3866  -0.583
C -1.5810 -2.1961 -0.5832  -0.321
C 1.5687 -1.8917 -2.3801  -0.373
C 1.4447 0.8561 5.3721  -0.057
C 3.3280 -0.8233 3.2787  -0.360
C 2.1897 0.7536 -3.5133  -0.406
C 0.1358 -0.8342 -7.0662  -0.083
C -5.4030 -0.0377 4.5303  -0.085
C 1.6938 6.4944 -1.3015  -0.174
C -5.0429 -1.2739 3.9779  -0.079
C -5.0944 1.1154 3.8414  -0.093
C 6.1084 -0.9531 3.2122  -0.109
C 1.7680 6.7539 0.0514  -0.652
C -0.5886 2.0074 5.9154  -0.079
C -0.8574 -3.6419 1.9131  -0.079
C 2.8225 -4.2128 -1.4680  -0.070
C 3.8507 0.5032 -0.6659  -0.502
C 1.8889 2.0969 -3.6787  -0.131
C 3.4533 0.3336 -3.8935  -0.126
C -1.1320 -1.4561 -7.0771  -0.079
C 0.7274 1.7200 6.2028  -0.070
C 0.0003 -2.5466 1.8220  -0.266
C -1.0092 -4.3210 3.1274  -0.060
H 2.5038 4.0364 -4.2303  0.100
H -1.6625 -1.4723 -3.7191  0.073
H 0.6180 -0.5807 -8.0090  0.105
H -1.4040 -3.9878 1.0422  0.096
H -4.9532 -2.1222 -0.0797  0.110
H 4.7409 3.2627 -5.0089  0.095
H -4.8660 -4.0713 -1.5896  0.103
H 3.3054 -5.1304 -1.1398  0.107
H -0.4723 -4.4741 5.1997  0.105
H -5.2307 -2.1809 4.5176  0.095
H -2.1764 1.9016 4.4201  0.101
H 6.1187 1.1694 3.3774  0.116
H -1.6023 -1.7275 -8.0349  0.107
H 0.9058 2.4608 -3.4271  0.100
H 1.7292 -0.0793 -5.9070  0.101
H 1.1582 -2.5905 5.0616  0.122
H -5.9075 -0.0144 5.5103  0.112
H -4.0070 -2.3030 2.3666  0.105
H 2.0994 -3.6344 0.4707  0.088
H 3.7572 -0.7076 -3.7595  0.102
H 3.4036 -2.9691 3.1325  0.092
H 5.8604 -3.1044 3.0560  0.108
H -4.1148 1.9825 2.1196  0.105
H -1.7020 -5.1546 3.1516  0.105
H 2.4886 0.6041 5.5239  0.101
H -5.6108 1.2896 0.4559  0.090
H -2.3737 0.3788 -2.1626  0.077
H 2.0727 5.8931 1.9829  0.117
H -2.6576 -4.8205 -2.4691  0.114
H 5.3387 0.8788 -4.6846  0.097
H -0.6549 -3.7282 -1.7509  0.099
H -0.9990 0.3253 3.0249  0.061
H 2.1268 3.2708 -1.3943  0.083
H 3.1232 -4.6815 -3.5248  0.101
H -1.1250 2.7524 6.4928  0.105
H -5.3539 2.0735 4.2550  0.104
H -2.7566 -2.1318 -5.8618  0.101
H 2.1239 -2.5399 -4.3307  0.098
H 7.1639 -1.0233 3.1478  0.091
H -6.7830 2.4051 -1.3254  0.096
H -3.5508 1.4365 -4.0564  0.114
H 3.6262 1.3163 3.3223  0.091
H -5.7978 2.3713 -3.6653  0.092
H 1.1956 2.2216 7.0190  0.099
H 1.5390 7.3175 -1.9889  0.104

Cartesian forces (eV/Å) of the 3 atoms listed first:
I -0.27 0.17 0.03
I 0.01 -0.10 0.04
In 0.83 -0.55 -0.17

Output
F_max ... 1.748 eV Å⁻¹
Energy ... -207569.300 eV
Spin multiplicity ... 2
Net charge ... 0